(1)
The following is a quantum chemistry calculation of the molecule C6H7IO3 at a distorted geometry, from the OMol25 dataset.

Geometry as XYZ:
```
17
Properties=species:S:1:pos:R:3
C 0.001 -1.546 -1.308
C 0.914 -0.457 0.526
C -1.364 0.357 0.299
C -2.087 -0.343 -0.861
C 0.073 0.647 0.144
C 2.477 -0.266 0.397
O 0.921 -2.147 -1.734
O 0.406 -1.505 1.059
O -1.217 -1.478 -1.253
I 0.465 2.179 -1.282
H -2.134 1.198 0.468
H -1.442 -0.404 0.988
H -2.928 -0.772 -0.289
H -2.243 0.355 -1.694
H 2.614 0.807 0.260
H 2.874 -0.838 -0.373
H 2.946 -0.578 1.344
```

## Properties
- energy relative to the best compared isomer or geometry (same formula, charge and spin) (kJ/mol) = 313.5
- E_HOMO (alpha / beta) (eV) = -7.83 / -7.83
- multiplicity = 1
- total charge = 0

Mulliken population analysis, charges in e, atoms 1 to 5: C 0.79; C 0.93; C -0.89; C -0.28; C -0.66



(2)
The following is a quantum chemistry calculation of C2H2ClP as an isolated structure, from the OMol25 dataset.

Geometry as XYZ:
```
6
Properties=species:S:1:pos:R:3
C 0.384 -0.129 -0.297
C -0.681 0.224 0.428
P 0.663 -0.259 -2.035
Cl 1.888 -0.602 0.475
H -0.667 0.250 1.502
H -1.588 0.517 -0.074
```

## Properties
- energy relative to the best compared isomer or geometry (same formula, charge and spin) (kJ/mol) = 178.2
- E_HOMO (alpha / beta) (eV) = -8.34 / -8.44
- multiplicity = 1
- total charge = 0

Mulliken population analysis, charges in e, atoms 1 to 5: C 0.29; C -0.62; P 0.01; Cl -0.21; H 0.28



(3)
The following is a quantum chemistry calculation of the molecule C4H9FS2 at a distorted geometry, from the OMol25 dataset.

Geometry as XYZ:
```
16
Properties=species:S:1:pos:R:3
F -0.764 -1.909 0.418
C -1.010 -0.898 1.323
C -0.147 0.336 1.144
C 1.345 0.017 0.929
S 2.088 -0.368 -0.686
C -0.670 1.444 0.215
S -1.512 1.019 -1.318
H -2.038 -0.632 1.322
H -0.677 -1.339 2.261
H -0.168 0.756 2.166
H 1.575 -0.926 1.551
H 1.966 0.849 1.275
H 1.556 -1.654 -0.710
H 0.234 2.028 -0.089
H -1.331 2.109 0.649
H -0.560 0.190 -1.792
```

## Properties
- energy relative to the best compared isomer or geometry (same formula, charge and spin) (kJ/mol) = 33.1
- SMILES = FCC(CS)CS
- E_HOMO (eV) = -8.98
- multiplicity = 1
- total charge = 0

Mulliken population analysis, charges in e, atoms 1 to 5: F -0.28; C -0.72; C 0.67; C -1.08; S -0.21



(4)
The following is a quantum chemistry calculation of C42H53As3N5SV as an isolated structure at a distorted geometry, from the OMol25 dataset.

Geometry as XYZ:
```
105
Properties=species:S:1:pos:R:3
V 1.446 -3.527 0.337
C -1.691 -3.768 1.101
N -0.338 -4.057 1.764
C 0.023 -3.320 3.027
C 0.713 -1.999 2.802
C 0.926 -1.077 3.848
C 1.382 0.209 3.555
C 1.848 0.420 2.192
C 1.748 -0.602 1.236
N 1.172 -1.741 1.502
C -0.323 -5.577 2.011
C 0.057 -6.207 0.691
C -0.470 -7.500 0.295
C 0.053 -8.155 -0.809
C 1.098 -7.460 -1.453
C 1.615 -6.227 -1.042
N 1.037 -5.580 -0.013
C -1.587 -2.976 -0.183
C -2.771 -2.582 -0.743
C -2.754 -1.630 -1.747
C -1.478 -1.196 -2.160
C -0.336 -1.670 -1.556
N -0.377 -2.757 -0.663
H -2.345 -3.118 1.780
H -2.131 -4.761 0.904
H 0.675 -4.015 3.586
H -0.955 -3.238 3.590
H 0.623 -1.421 4.890
H 1.425 0.982 4.337
H 2.213 1.413 1.882
H 2.187 -0.488 0.267
H -1.324 -5.869 2.395
H 0.412 -5.843 2.767
H -1.278 -7.881 0.949
H -0.439 -9.039 -1.232
H 1.552 -7.936 -2.309
H 2.409 -5.733 -1.607
H -3.799 -2.953 -0.386
H -3.640 -1.361 -2.340
H -1.398 -0.557 -3.084
H 0.638 -1.285 -1.794
C -2.527 5.417 3.179
As -2.187 4.505 1.467
C -3.362 2.908 1.653
C -3.151 5.758 0.204
C -2.762 5.798 -1.272
C -2.953 4.391 -1.876
C -1.262 6.091 -1.474
As 0.050 5.166 -0.296
C 0.318 3.527 -1.413
C 1.750 6.161 -0.652
C -3.675 6.769 -1.970
As -3.072 7.724 -3.699
C -4.732 8.583 -4.508
C -3.342 6.143 -4.896
H -2.362 4.782 4.086
H -3.555 5.764 3.139
H -1.915 6.321 3.209
H -4.411 3.013 1.203
H -3.495 2.723 2.708
H -2.869 2.018 1.207
H -3.247 6.708 0.691
H -4.207 5.420 0.221
H -2.475 3.656 -1.160
H -2.475 4.297 -2.844
H -4.022 4.133 -1.947
H -1.179 7.200 -1.321
H -0.905 5.958 -2.498
H -0.405 3.497 -2.245
H 0.352 2.683 -0.727
H 1.342 3.606 -1.874
H 1.915 5.968 -1.682
H 2.531 5.707 -0.060
H 1.523 7.216 -0.419
H -3.839 7.574 -1.265
H -4.586 6.392 -2.304
H -4.767 9.585 -4.032
H -5.619 8.043 -4.271
H -4.561 8.735 -5.534
H -2.452 5.487 -4.878
H -3.481 6.518 -5.902
H -4.292 5.684 -4.619
S 5.405 -2.391 1.788
C 5.001 -3.610 2.967
C 5.880 -4.068 3.986
C 5.474 -5.193 4.736
C 4.294 -5.896 4.362
C 3.390 -5.386 3.438
C 3.790 -4.276 2.648
N 3.266 -3.895 1.345
C 4.077 -3.011 0.771
C 3.900 -2.730 -0.656
C 5.045 -2.478 -1.476
C 4.791 -2.251 -2.834
C 3.493 -2.496 -3.325
C 2.460 -2.936 -2.493
C 2.608 -3.008 -1.111
H 6.743 -3.536 4.269
H 6.153 -5.588 5.475
H 4.045 -6.818 4.803
H 2.477 -5.963 3.277
H 6.045 -2.530 -1.044
H 5.536 -1.914 -3.530
H 3.188 -2.372 -4.374
H 1.487 -3.208 -2.936
```

## Properties
- energy relative to the best compared isomer or geometry (same formula, charge and spin) (kJ/mol) = 26.0
- E_HOMO (alpha / beta) (eV) = -7.90 / -7.90
- multiplicity = 4
- total charge = +1
- ⟨S²⟩ = 3.770

Mulliken population analysis, charges in e, atoms 1 to 5: V -0.15; C -1.37; N 0.42; C -1.32; C 0.42